Below is a structure of composition C19H20BrF3N4O4PtS2Si, with properties calculated with wB97M-V/def2-TZVPD.

Results
Largest force on an atom   0.55 eV Å⁻¹
Molecular weight   792.59 g mol⁻¹
Total charge   -2
HOMO level   -2.6 eV
2S+1   1
Frontier orbital gap   0.2324 Eh
Relative energy (zero: lowest compared OMol25 entry of this formula, charge and spin)   0.00 kcal/mol

Last column: Mulliken charge in e.
Cartesian coordinates (Å):
Pt: 0.58815 -0.56343 0.16997  0.9539
Br: 4.69944 -5.54008 -4.14229  -0.2621
C: 3.43851 -4.38882 -3.29069  0.1605
C: 2.08922 -4.67760 -3.39255  -0.3306
N: 1.16503 -3.91761 -2.81886  -0.6200
C: 1.57119 -2.84884 -2.12769  -0.1808
C: 2.90361 -2.47783 -1.98537  0.6320
C: 3.86296 -3.28076 -2.58860  -0.7370
C: 3.39580 -1.23199 -1.22859  0.1656
O: 4.60718 -1.02013 -1.30572  -0.8077
O: 2.54546 -0.46711 -0.68366  -0.7012
H: 1.74903 -5.54433 -3.94907  0.3585
H: 0.80057 -2.26628 -1.63502  0.5777
H: 4.90373 -3.00511 -2.48749  0.5534
F: -1.68674 -1.94523 1.28050  -0.2594
C: -1.25179 -0.67984 0.89439  0.2083
F: -2.23311 -0.27782 0.01281  -0.2617
F: -1.51369 0.07646 2.02162  -0.2082
C: 3.18950 -1.55810 2.27606  -1.1456
Si: 1.34508 -1.84733 1.92585  0.4763
C: 1.17288 -3.72581 1.68462  -1.1212
C: 0.52362 -1.53354 3.61557  -1.1943
H: 3.49528 -2.05983 3.20170  0.3770
H: 3.38508 -0.48850 2.38122  0.2750
H: 3.82931 -1.91600 1.46854  0.2923
H: 1.56562 -4.26412 2.55444  0.3750
H: 1.71829 -4.06494 0.79998  0.2645
H: 0.12302 -3.99960 1.55394  0.2723
H: 1.06334 -2.08069 4.39696  0.3796
H: -0.52182 -1.85056 3.62438  0.2990
H: 0.54765 -0.46933 3.86200  0.2711
N: -5.77370 3.44869 1.64855  -0.6663
C: -4.43475 3.68028 1.25715  1.1565
C: -3.38866 3.07368 1.95024  -0.6249
C: -2.07915 3.29817 1.57400  -0.4959
C: -1.79620 4.13994 0.50539  -0.2985
C: -2.82819 4.75103 -0.18535  -0.3378
C: -4.14553 4.52887 0.19490  -0.5485
S: -0.10221 4.31852 -0.01164  1.1154
O: -0.14326 5.16890 -1.19187  -0.6978
O: 0.63043 4.81588 1.12721  -0.7723
N: 0.35487 2.83806 -0.29594  -0.4106
C: -0.08976 2.17824 -1.36706  0.4292
S: -0.81760 2.91352 -2.80846  -0.1549
C: -1.04509 1.34239 -3.49147  -0.4273
C: -0.56614 0.40461 -2.65204  -0.6254
N: -0.03074 0.86034 -1.47490  -0.1963
H: -5.88330 2.54666 2.08972  0.2434
H: -6.41295 3.52031 0.87023  0.2219
H: -3.60652 2.38443 2.75814  0.2420
H: -1.26850 2.78437 2.07372  0.3217
H: -2.58802 5.38566 -1.02776  0.4528
H: -4.95670 4.99858 -0.35233  0.2622
H: -1.51292 1.19408 -4.45029  0.3960
H: -0.58679 -0.66053 -2.82911  0.3529